Record 1
Density functional theory data (ωB97M-V/def2-TZVPD) for a single C18H16O2 molecule.

Calculated values
spin multiplicity	1
relative energy (zero: lowest compared OMol25 entry of this formula, charge and spin)	39.8	kcal/mol
total energy	-845.91087	Eh
maximum force	0.0569	Eh/bohr
total charge	0

Cartesian coordinates (Å):
C  -2.4262  -4.1389  2.4405
C  -2.0766  -2.8374  1.5864
C  -1.3884  -3.2444  0.2201
C  0.2001  -3.2960  0.3332
C  0.8460  -1.8681  0.1922
C  1.8086  -1.3368  1.1622
C  2.3898  0.0153  1.0632
C  1.9672  0.8324  -0.0585
C  1.0064  0.3117  -1.0419
C  0.4465  -1.0225  -0.9316
C  0.5568  1.2518  -2.2120
O  0.3679  0.8571  -3.3362
C  0.3372  2.7417  -1.7779
C  -0.7566  3.5459  -2.2870
C  -0.8699  4.9195  -1.7581
C  0.0555  5.4436  -0.7589
C  1.1734  4.6244  -0.2674
C  1.2972  3.2657  -0.7844
C  2.4399  2.3054  -0.3040
O  3.5839  2.6633  -0.1735
H  -1.9504  -4.1478  3.4525
H  -3.5391  -4.1676  2.6264
H  -2.1970  -5.0485  1.8302
H  -1.4846  -2.0790  2.1583
H  -3.0602  -2.3628  1.3053
H  -1.7100  -2.5146  -0.5760
H  -1.7378  -4.2526  -0.1439
H  0.4466  -3.6584  1.3747
H  0.6402  -4.0278  -0.3928
H  2.1261  -1.9347  2.0532
H  3.1196  0.3920  1.8162
H  -0.2762  -1.3262  -1.7305
H  -1.4711  3.1206  -3.0247
H  -1.7114  5.5221  -2.1786
H  -0.0715  6.4737  -0.3547
H  1.9180  4.9776  0.4779

Atom charges from the Mulliken analysis, given in e for atoms 1 to 5:
1. C -1.00
2. C -0.43
3. C -0.67
4. C -0.79
5. C 0.65

---

Record 2
Density functional theory data (ωB97M-V/def2-TZVPD) for 3 unconnected molecules or ions with the total composition C3H11NO3.

Calculated values
spin multiplicity	1
relative energy (zero: lowest compared OMol25 entry of this formula, charge and spin)	22.3	kcal/mol
total energy	-401.37745	Eh
maximum force	0.0670	Eh/bohr
total charge	0

Cartesian coordinates (Å):
C  1.7105  -0.3314  2.3195
C  1.1452  -0.0741  0.9416
C  0.1099  -0.8432  0.2802
N  -0.0163  -2.1959  0.4388
O  -0.5400  -0.3778  -0.6633
H  2.6018  0.3121  2.3829
H  1.0375  0.0532  3.0877
H  1.8742  -1.3574  2.6105
H  1.9300  -0.0402  0.1622
H  0.9144  1.0004  0.8378
H  0.1359  -2.7204  1.2796
H  -0.5204  -2.6508  -0.3003
O  -1.5260  4.8164  -1.3243
H  -1.4707  4.0016  -0.8170
H  -0.6163  5.1210  -1.3827
O  -2.3277  -1.9563  -3.2045
H  -2.8886  -1.3339  -3.6742
H  -1.5532  -1.4233  -2.9746

Atom charges from the Mulliken analysis, given in e for atoms 1 to 5:
1. C -1.07
2. C -0.22
3. C 0.36
4. N -0.36
5. O -0.61

---

Record 3
Density functional theory data (ωB97M-V/def2-TZVPD) for a single C5H10N2O3 molecule.

Calculated values
spin multiplicity	1
relative energy (zero: lowest compared OMol25 entry of this formula, charge and spin)	25.5	kcal/mol
total energy	-531.76445	Eh
maximum force	0.0608	Eh/bohr
total charge	0

Cartesian coordinates (Å):
N  -2.7165  1.3712  -0.2290
C  -2.5159  0.0402  -0.0469
O  -3.1451  -0.8486  -0.6030
C  -1.5563  -0.3118  1.1144
C  -0.0526  0.1745  0.9798
C  0.8355  -0.0809  -0.2835
N  0.8202  -1.3670  -0.8481
C  2.2961  0.3651  -0.1933
O  2.8468  1.4241  -0.4477
O  2.9881  -0.6594  0.4341
H  -1.9065  1.9094  -0.0385
H  -3.0804  1.6134  -1.1500
H  -1.9624  0.2153  2.0117
H  -1.6160  -1.3605  1.2039
H  0.2813  1.2058  1.2180
H  0.4735  -0.4119  1.7442
H  0.4942  0.6504  -1.0659
H  1.2345  -2.0738  -0.2232
H  -0.1499  -1.6475  -0.9107
H  3.9478  -0.5806  0.2597

Atom charges from the Mulliken analysis, given in e for atoms 1 to 5:
1. N -0.49
2. C 0.50
3. O -0.60
4. C -0.76
5. C -1.00

---

Record 4
Density functional theory data (ωB97M-V/def2-TZVPD) for 6 unconnected molecules or ions with the total composition H12O5S.

Calculated values
spin multiplicity	1
relative energy (zero: lowest compared OMol25 entry of this formula, charge and spin)	43.4	kcal/mol
total energy	-781.51707	Eh
maximum force	0.0926	Eh/bohr
total charge	0

Cartesian coordinates (Å):
O  0.9344  1.5516  -2.4360
H  1.5400  1.3863  -3.1393
H  0.0993  1.3811  -3.0660
O  -3.1807  -1.5611  0.3176
H  -3.9236  -1.2154  -0.2238
H  -3.5213  -1.7939  1.1816
O  -0.6465  -2.6644  -1.2216
H  -1.0507  -2.4058  -0.3329
H  -0.0800  -3.3640  -1.1355
O  -1.6328  -2.5356  6.0580
H  -1.8681  -3.4857  5.9422
H  -2.4449  -2.1018  6.5234
O  2.0241  -1.0043  -4.1663
H  1.2066  -1.1847  -3.6775
H  2.4553  -1.8279  -4.4091
S  1.4537  3.5881  0.7590
H  1.9399  3.6784  1.9168
H  2.3988  3.2351  -0.1360

Atom charges from the Mulliken analysis, given in e for atoms 1 to 5:
1. O -0.63
2. H 0.31
3. H 0.32
4. O -0.61
5. H 0.31

---

Record 5
Density functional theory data (ωB97M-V/def2-TZVPD) for 10 unconnected molecules or ions with the total composition C5H29NO9.

Calculated values
spin multiplicity	1
relative energy (zero: lowest compared OMol25 entry of this formula, charge and spin)	98.9	kcal/mol
total energy	-939.69416	Eh
maximum force	0.0962	Eh/bohr
total charge	0

Cartesian coordinates (Å):
C  -2.9335  0.5481  -1.3025
C  -1.8141  0.0160  -0.3659
C  -2.2410  -0.5902  0.7597
C  -3.5600  -1.1098  1.1519
N  -0.9949  -0.7910  1.6407
C  -0.8098  -2.2479  1.9926
H  -3.6326  1.0010  -0.5948
H  -2.6010  1.2156  -2.0584
H  -3.4883  -0.3456  -1.7077
H  -0.8214  0.3855  -0.5672
H  -4.3239  -0.4592  1.5060
H  -3.3472  -1.5517  2.1224
H  -3.9057  -1.9414  0.5167
H  -1.0023  -0.1409  2.4105
H  -1.0159  -2.7878  1.0776
H  0.2666  -2.4335  2.1602
H  -1.0937  -2.6267  2.9691
O  0.9907  1.6292  -2.8058
H  1.9136  1.3962  -2.8483
H  0.8673  2.2286  -2.0577
O  2.3378  -0.8376  1.1383
H  2.7066  -1.0683  1.9845
H  1.4893  -0.4914  1.5188
O  -0.4398  -1.3956  -2.1584
H  -0.0143  -0.5609  -2.3542
H  -1.3495  -1.3725  -2.4437
O  -0.6650  1.6244  4.0093
H  0.2111  1.7433  3.5656
H  -1.0267  2.3724  3.4605
O  -2.1391  3.5072  -0.4299
H  -1.2062  3.3131  -0.4393
H  -2.8466  3.0102  -0.7933
O  1.7797  -3.1720  -0.0982
H  1.3156  -2.3264  0.0250
H  2.6739  -2.7893  0.2401
O  1.9474  2.6208  -0.2198
H  1.8917  2.3152  0.6711
H  2.7882  2.5705  -0.6981
O  3.6882  0.6996  -0.5525
H  3.0155  0.0546  -0.3028
H  4.0064  0.4493  -1.4276
O  2.4731  -1.1734  -2.2068
H  2.3343  -2.0510  -1.8107
H  1.9233  -1.2470  -2.9880

Atom charges from the Mulliken analysis, given in e for atoms 1 to 5:
1. C -2.10
2. C 0.60
3. C -0.30
4. C -1.38
5. N -0.02